Entry 1:
{
  "formula": "CH3ClO2PS",
  "method": "the ωB97M-V functional and the def2-TZVPD basis",
  "symbols": ["C", "O", "O", "P", "S", "Cl", "H", "H", "H"],
  "xyz": [[1.253178, -0.039119, 0.078825], [1.180370, 1.291233, -0.109962], [-2.446670, 0.532314, -0.871872], [-1.368688, 0.149380, 0.071171], [0.232182, -1.107764, -1.001504], [-2.144627, -1.461878, 1.077294], [0.876579, -0.348777, 1.126191], [0.282535, 1.550409, -0.261114], [2.135140, -0.565800, -0.109029]],
  "forces_ev_per_angstrom": [[-2.2, -2.9, 2.0], [2.5, 1.5, -0.7], [-0.5, 0.4, -0.5], [-0.4, 0.2, -1.0], [-0.8, 0.9, -0.2], [-0.8, -1.5, 1.3], [0.8, 0.6, -1.1], [-1.0, 0.2, 0.0], [2.3, 0.5, 0.1]],
  "max_force_ev_per_a": 4.126,
  "smiles": "[O-]P(Cl)SCO",
  "total_charge": -1,
  "e_lumo_ev": 3.656
}

***

Entry 2:
{
  "formula": "C30H22Cl60F3N2O3P",
  "method": "the ωB97M-V functional and the def2-TZVPD basis",
  "symbols": ["C", "C", "O", "O", "C", "C", "C", "C", "C", "C", "C", "C", "C", "C", "N", "C", "C", "N", "P", "O", "C", "F", "F", "F", "H", "H", "H", "H", "H", "H", "H", "H", "H", "H", "H", "H", "H", "H", "H", "H", "H", "H", "H", "H", "H", "H", "C", "Cl", "Cl", "Cl", "Cl", "C", "Cl", "Cl", "Cl", "Cl", "C", "Cl", "Cl", "Cl", "Cl", "C", "Cl", "Cl", "Cl", "Cl", "C", "Cl", "Cl", "Cl", "Cl", "C", "Cl", "Cl", "Cl", "Cl", "C", "Cl", "Cl", "Cl", "Cl", "C", "Cl", "Cl", "Cl", "Cl", "C", "Cl", "Cl", "Cl", "Cl", "C", "Cl", "Cl", "Cl", "Cl", "C", "Cl", "Cl", "Cl", "Cl", "C", "Cl", "Cl", "Cl", "Cl", "C", "Cl", "Cl", "Cl", "Cl", "C", "Cl", "Cl", "Cl", "Cl", "C", "Cl", "Cl", "Cl", "Cl"],
  "xyz": [[-2.886825, 3.630514, 4.715305], [-1.270299, 3.739811, 4.301494], [-0.415065, 3.431894, 5.311635], [-0.806482, 4.181113, 2.977360], [-0.139766, 3.105222, 2.227568], [1.407526, 2.797077, 2.692408], [2.229056, 1.837749, 1.606123], [1.581784, 0.295701, 1.562070], [2.023251, -0.329315, 0.118319], [1.890933, -1.948182, -0.037114], [1.325298, -2.754227, 1.266726], [-0.265537, -2.555618, 1.593228], [-1.284123, -3.538141, 0.758819], [-0.820905, -5.140379, 0.899029], [-0.397050, -6.378661, 0.969737], [-1.266660, -3.254335, -0.888363], [-1.421072, -1.664899, -1.276413], [-1.217570, -0.364589, -1.338156], [-2.616837, -4.202981, -1.847004], [-3.886800, -3.261860, -2.164739], [-2.839819, -3.520625, 1.373548], [-3.490071, -4.877175, 1.228270], [-3.715221, -2.516615, 0.729312], [-2.872999, -3.234146, 2.840882], [-3.003612, 3.306759, 5.858319], [-3.369817, 4.712387, 4.575839], [-3.462536, 2.825520, 4.071329], [-0.197946, 3.323909, 1.060610], [-0.747935, 2.095331, 2.403224], [1.439894, 2.317212, 3.782222], [1.968388, 3.841291, 2.751287], [2.173897, 2.376353, 0.562554], [3.352353, 1.816582, 1.998680], [0.420863, 0.452559, 1.568256], [2.014511, -0.245042, 2.504550], [3.155076, -0.031105, -0.115633], [1.376851, 0.154573, -0.759295], [2.995420, -2.358948, -0.229503], [1.310135, -2.170509, -1.047785], [1.911336, -2.405302, 2.247010], [1.655797, -3.892371, 1.122594], [-0.643521, -1.441080, 1.391738], [-0.376360, -2.691956, 2.774530], [-0.222386, -3.706236, -1.250623], [-2.053811, -4.514165, -3.168368], [-2.999949, -5.446262, -1.227023], [-6.014596, 5.251177, 6.952709], [-7.600631, 5.939592, 7.382859], [-4.741837, 6.046454, 7.912993], [-6.012913, 3.502908, 7.296451], [-5.702905, 5.515768, 5.218554], [2.673716, 1.316990, -3.649456], [2.573934, 2.797443, -4.635739], [4.011261, 1.469952, -2.482364], [1.141699, 1.084820, -2.769896], [2.968029, -0.084296, -4.709755], [0.964140, 0.092321, 6.074698], [2.224780, 1.341660, 5.918508], [1.429769, -1.065455, 7.346418], [-0.583409, 0.861059, 6.509135], [0.785407, -0.768065, 4.524781], [4.776762, 5.811486, -6.955361], [5.653367, 4.964879, -8.255081], [3.084588, 5.254869, -6.919998], [5.550675, 5.459180, -5.389621], [4.818325, 7.567025, -7.256707], [-5.329728, -5.808822, -4.311712], [-6.915763, -5.120407, -3.881562], [-4.056969, -5.013544, -3.351428], [-5.328045, -7.557091, -3.967971], [-5.018037, -5.544231, -6.045868], [7.920766, 3.300411, -1.911372], [6.636877, 2.244690, -1.269860], [9.331788, 2.311350, -2.364475], [7.316366, 4.165620, -3.346893], [8.398125, 4.479976, -0.664293], [-7.768808, -10.790510, -3.277086], [-6.022578, -10.605243, -3.578432], [-8.047621, -11.040397, -1.535149], [-8.622864, -9.320538, -3.810356], [-8.382232, -12.195882, -4.184331], [0.107424, 7.772396, -4.812060], [0.341073, 8.129805, -3.082286], [1.676780, 7.851013, -5.651980], [-0.582060, 6.139504, -4.993375], [-1.006047, 8.969264, -5.520684], [5.967122, -2.392186, -2.108949], [7.319985, -1.232790, -2.105226], [4.572827, -1.675134, -2.955298], [6.466003, -3.884470, -2.944897], [5.509576, -2.776355, -0.430401], [-3.230434, -4.950657, 5.895597], [-1.969795, -3.701318, 5.739407], [-2.764805, -6.108431, 7.167317], [-4.777984, -4.181919, 6.330032], [-3.409169, -5.811042, 4.345679], [1.061328, 4.934142, 8.649289], [2.414191, 6.093538, 8.653012], [-0.332967, 5.651193, 7.802940], [1.560209, 3.441857, 7.813341], [0.603782, 4.549973, 10.327836], [-10.771185, -15.524020, -3.904819], [-12.055074, -16.579740, -3.263307], [-9.360164, -16.513080, -4.357922], [-11.375586, -14.658810, -5.340340], [-10.293826, -14.344454, -2.657740], [3.639780, 6.249774, 1.367409], [4.992643, 7.409170, 1.371131], [2.245485, 6.966826, 0.521061], [4.138660, 4.757490, 0.531460], [3.182234, 5.865606, 3.045957], [6.593916, -1.578264, -6.927663], [7.068064, -1.444769, -5.215408], [7.761912, -2.612381, -7.788425], [4.968034, -2.298422, -7.039385], [6.577690, 0.042479, -7.667517], [2.301501, 11.956436, -3.180153], [2.585202, 10.562402, -4.252830], [3.699936, 12.165954, -2.096175], [2.085684, 13.427364, -4.162190], [0.835224, 11.670071, -2.209338]],
  "forces_ev_per_angstrom": [[0.3, 0.6, -0.3], [3.5, -1.6, 5.0], [-5.0, 2.3, -7.1], [-1.1, -1.8, 2.6], [0.7, -2.5, -0.4], [0.4, 0.6, 0.0], [-0.7, 0.4, 1.1], [1.0, 1.8, -1.2], [0.0, 0.1, -0.4], [1.1, -0.2, -0.3], [0.6, -0.2, -0.2], [-0.2, 0.5, 0.9], [0.0, -1.4, 0.3], [3.1, -8.1, 0.4], [-4.0, 11.7, -0.7], [0.7, 0.5, 0.4], [2.8, 8.7, 0.8], [-2.1, -12.4, 0.5], [-1.8, 4.3, 0.1], [5.2, -0.2, 3.5], [-2.3, 0.1, 1.4], [1.9, 4.5, 0.3], [3.1, -3.5, 2.2], [0.2, -0.8, -5.1], [0.7, 0.8, -2.6], [1.1, -2.6, 0.2], [1.3, 1.8, 1.0], [0.1, 0.0, 2.7], [1.1, 2.1, -0.4], [-0.3, 1.1, -2.6], [-1.3, -2.4, -0.1], [0.2, -1.2, 1.9], [-2.3, -0.1, -1.1], [2.2, -0.7, 0.3], [-1.1, 0.9, -2.2], [-2.4, -0.6, 0.6], [1.5, -1.1, 2.6], [-2.6, 0.8, 0.5], [1.0, 0.3, 2.3], [-1.3, -0.7, -2.3], [-1.2, 2.3, 0.4], [1.0, -2.5, 0.2], [-0.2, -0.1, -2.7], [-2.1, 1.4, 0.7], [0.9, 0.3, 1.8], [1.0, 0.8, 0.2], [0.0, 0.0, 0.1], [0.4, -0.2, -0.1], [-0.3, -0.2, -0.3], [0.0, 0.4, -0.1], [-0.3, 0.0, 0.4], [-0.2, 0.1, 0.2], [0.1, -0.4, 0.3], [-0.6, 0.3, -0.6], [0.2, 0.3, -0.9], [-0.4, 0.6, -0.2], [-0.3, 0.1, 0.3], [-0.1, -0.8, -0.1], [-0.1, 0.3, -0.3], [0.5, -0.6, -0.1], [-0.1, 0.1, 0.6], [0.0, -0.1, 0.0], [-0.2, 0.2, 0.3], [0.6, 0.0, -0.2], [-0.4, 0.2, -0.5], [0.0, -0.4, 0.1], [0.1, -1.1, -0.4], [0.5, -0.2, -0.1], [-5.0, -3.3, -5.3], [-0.2, 0.3, -0.1], [-0.1, 0.0, 0.4], [0.1, 0.1, 0.1], [0.6, 0.3, 0.1], [-0.4, 0.2, 0.1], [0.3, -0.4, 0.5], [-0.1, -0.3, -0.3], [-0.1, 0.0, -0.1], [-0.4, -0.3, 0.1], [0.1, 0.0, -0.4], [0.2, -0.4, 0.1], [0.3, 0.5, 0.1], [0.0, 0.1, 0.1], [-0.1, -0.2, -0.4], [-0.5, 0.0, 0.2], [0.2, 0.4, 0.0], [0.3, -0.3, 0.2], [-0.1, -0.2, -0.1], [-0.3, -0.2, 0.2], [0.7, -0.7, 0.6], [-0.1, 0.3, 0.3], [0.3, 0.1, -0.3], [0.0, -0.1, -0.1], [-0.2, -0.2, 0.1], [-0.1, 0.3, -0.3], [0.4, -0.2, -0.1], [0.0, 0.1, 0.5], [0.0, -0.1, -0.1], [-0.3, -0.2, 0.0], [0.3, -0.2, 0.2], [-0.2, 0.8, 0.5], [0.1, 0.1, -0.3], [0.0, 0.0, 0.1], [0.3, 0.2, -0.2], [-0.3, 0.3, 0.1], [0.2, -0.2, 0.3], [-0.3, -0.5, -0.2], [0.0, 0.0, 0.0], [-0.3, -0.3, 0.0], [0.3, -0.2, 0.2], [-0.1, 0.3, 0.2], [0.3, 0.4, -0.4], [0.1, 0.1, 0.0], [0.0, 0.1, -0.8], [-0.3, 0.2, 0.2], [0.3, 0.1, 0.0], [0.0, -0.4, 0.2], [0.1, 0.0, 0.0], [-0.1, 0.5, 0.3], [-0.3, 0.0, -0.2], [0.0, -0.3, 0.2], [0.4, 0.1, -0.2]],
  "max_force_ev_per_a": 12.590,
  "e_lumo_ev": -0.469
}

***

Entry 3:
{
  "formula": "C25H31N5O5S2SiTi",
  "method": "the ωB97M-V functional and the def2-TZVPD basis",
  "symbols": ["Ti", "C", "C", "N", "C", "C", "C", "S", "N", "C", "O", "C", "C", "C", "C", "C", "C", "H", "H", "H", "H", "H", "H", "H", "H", "H", "H", "H", "H", "H", "H", "H", "O", "S", "O", "O", "O", "C", "Si", "C", "C", "H", "H", "H", "H", "H", "H", "H", "H", "H", "N", "C", "C", "C", "C", "C", "C", "C", "N", "C", "C", "N", "C", "H", "H", "H", "H", "H", "H", "H"],
  "xyz": [[0.137135, -0.099518, -0.717542], [4.651621, -0.196199, 2.247425], [5.173961, -1.059879, 1.103009], [4.489250, -0.881883, -0.165717], [5.128941, -0.003414, -1.128951], [5.093948, 1.469356, -0.741331], [3.190317, -1.338711, -0.300375], [2.328037, -0.994799, -1.784704], [2.750832, -2.031218, 0.724696], [1.440628, -2.286456, 0.953390], [0.484872, -1.485783, 0.507022], [1.059115, -3.373012, 1.777454], [-0.303931, -3.630190, 2.094105], [-0.659319, -4.692561, 2.896973], [0.299217, -5.557933, 3.436068], [1.647048, -5.317733, 3.131973], [2.025095, -4.266971, 2.328175], [5.253131, -0.367104, 3.146361], [3.618531, -0.451609, 2.469790], [4.694859, 0.865097, 2.000422], [5.110040, -2.110963, 1.393744], [6.227509, -0.826913, 0.915927], [4.619392, -0.130228, -2.078130], [6.165680, -0.344349, -1.254351], [4.063953, 1.799289, -0.604944], [5.532781, 2.073358, -1.540079], [5.658847, 1.667745, 0.174236], [-1.061744, -2.979462, 1.677307], [-1.711852, -4.857360, 3.107187], [0.008847, -6.393234, 4.061632], [2.413637, -5.975230, 3.531828], [3.068281, -4.096022, 2.099217], [-0.217595, 3.417604, -0.446038], [0.838810, 2.495060, -0.900939], [1.962677, 3.168859, -1.504106], [1.231502, 1.543454, 0.193982], [0.187243, 1.510101, -1.898340], [-3.101109, -2.141919, -1.548517], [-1.395296, -1.644777, -2.275148], [-1.922338, -1.017494, -4.010585], [-0.628498, -3.336858, -2.669198], [-3.623249, -2.841565, -2.214929], [-3.751049, -1.272445, -1.398249], [-2.983370, -2.624941, -0.573158], [-2.502296, -1.781209, -4.545977], [-1.045258, -0.763130, -4.612814], [-2.532280, -0.109991, -3.946422], [-1.313409, -3.936325, -3.284204], [-0.408805, -3.889520, -1.751053], [0.319212, -3.220075, -3.200247], [-6.187118, 8.037949, -1.166519], [-5.614244, 7.081702, -0.882270], [-4.901186, 5.859990, -0.496763], [-3.809596, 5.426473, -1.241612], [-3.137540, 4.271810, -0.863037], [-3.599964, 3.561289, 0.240624], [-4.681351, 4.002586, 0.996963], [-5.338474, 5.166598, 0.628725], [-2.925236, 2.383687, 0.610412], [-2.516100, 2.024448, 1.891113], [-1.705895, 0.952233, 1.738128], [-1.629494, 0.625593, 0.397320], [-2.355161, 1.495820, -0.243053], [-3.461097, 5.996105, -2.091420], [-2.223992, 3.954543, -1.353691], [-5.014902, 3.430560, 1.851739], [-6.185409, 5.520682, 1.199087], [-2.781473, 2.615370, 2.749223], [-1.143896, 0.398873, 2.470301], [-2.501402, 1.512726, -1.311139]],
  "forces_ev_per_angstrom": [[0.6, -1.1, -0.4], [0.0, 0.1, 0.1], [0.0, -0.1, -0.1], [-0.1, 0.0, -0.1], [0.0, -0.1, 0.0], [0.0, 0.1, 0.0], [0.0, 0.2, 0.3], [0.0, -0.1, 0.2], [0.1, 0.1, -0.2], [-0.2, 0.1, -0.2], [0.0, -0.2, 0.4], [0.2, -0.2, 0.2], [0.0, 0.0, 0.0], [0.0, 0.0, 0.0], [0.0, 0.1, 0.0], [0.0, 0.0, 0.0], [-0.1, 0.1, 0.0], [0.0, 0.0, 0.0], [0.0, 0.0, 0.0], [0.0, 0.0, 0.0], [0.0, 0.0, 0.0], [0.0, 0.0, 0.0], [0.0, 0.0, -0.1], [0.0, 0.0, 0.0], [0.0, 0.0, 0.0], [0.0, 0.0, 0.0], [0.0, 0.0, 0.0], [0.0, 0.0, 0.0], [0.0, 0.0, 0.0], [0.0, 0.0, 0.0], [0.0, 0.0, 0.0], [0.0, 0.0, 0.0], [0.3, -0.1, -0.1], [-0.5, 0.4, -0.2], [0.1, 0.0, 0.1], [-0.1, 0.2, 0.1], [-0.1, 0.5, 0.0], [-0.1, -0.1, 0.1], [0.0, 0.4, 0.0], [0.0, 0.0, -0.1], [0.0, -0.2, 0.0], [0.0, 0.0, 0.0], [0.0, 0.0, 0.0], [0.0, 0.0, 0.0], [0.0, 0.0, 0.0], [0.0, 0.0, 0.0], [0.0, 0.0, 0.0], [0.0, 0.0, 0.0], [0.0, 0.0, 0.0], [0.0, 0.0, 0.0], [0.0, 0.0, 0.0], [0.4, -0.7, 0.2], [-0.6, 1.0, -0.3], [0.2, -0.4, 0.1], [-0.2, 0.3, -0.1], [0.2, -0.2, 0.1], [-0.1, 0.2, -0.2], [0.3, -0.3, 0.0], [-0.1, -0.1, 0.1], [0.0, 0.2, -0.1], [0.0, -0.1, -0.2], [0.1, 0.0, 0.3], [-0.1, 0.1, 0.1], [0.0, 0.0, 0.0], [0.0, 0.0, 0.0], [0.0, 0.0, 0.0], [0.0, 0.0, 0.0], [0.0, 0.0, 0.0], [0.0, 0.0, 0.0], [0.1, 0.1, 0.0]],
  "s_squared": 2.028,
  "spin_multiplicity": 3,
  "max_force_ev_per_a": 1.363,
  "total_charge": -2,
  "e_lumo_ev": [3.830, 3.828]
}

***

Entry 4:
{
  "formula": "C4H9ClOS",
  "method": "the ωB97M-V functional and the def2-TZVPD basis",
  "symbols": ["C", "C", "C", "C", "O", "S", "Cl", "H", "H", "H", "H", "H", "H", "H", "H", "H"],
  "xyz": [[-0.158498, -1.484086, 0.308645], [0.536506, 0.309201, -1.330158], [0.366048, 0.808519, 1.093050], [0.240258, -0.058195, 0.091391], [-2.353382, 1.650326, 0.664942], [-2.761673, 0.764189, -0.617373], [-3.651770, -0.874532, 0.211193], [0.725953, -2.121509, 0.260991], [-0.625755, -1.621731, 1.281447], [-0.845767, -1.814127, -0.466835], [0.806730, 1.357354, -1.425804], [-0.326933, 0.113990, -1.963881], [1.361169, -0.300539, -1.699875], [0.718621, 1.814338, 0.926979], [-1.438223, 1.423940, 0.957156], [0.214011, 0.516674, 2.119893]],
  "forces_ev_per_angstrom": [[0.0, 0.0, 0.2], [0.1, 0.1, 0.0], [0.3, 0.0, 0.1], [0.0, -0.1, -0.2], [-0.2, 0.3, 0.0], [-0.1, 0.1, 0.2], [0.0, 0.0, 0.0], [0.1, -0.1, 0.0], [0.0, -0.1, 0.0], [-0.1, -0.1, 0.0], [0.1, 0.1, 0.0], [0.0, -0.1, 0.0], [0.1, 0.0, -0.1], [0.1, 0.2, -0.1], [-0.2, -0.2, -0.3], [-0.1, -0.1, 0.2]],
  "max_force_ev_per_a": 0.405,
  "smiles": "C=C(C)C.OSCl",
  "e_lumo_ev": 0.452
}